Record 1
Molecular formula: C4H5MgO2
Method: DFT, wB97M-V/def2-TZVPD

Spin multiplicity: 2
HOMO level (spin up / spin down) (hartree): -0.2439 / -0.2385
Kohn-Sham gap (spin up / spin down) (eV): 6.83 / 5.09
Lowest unoccupied orbital energy (spin up / spin down) (eV): 0.19 / -1.40
Total charge: 0
Energy above the lowest of the compared OMol25 structures with the same formula, charge and spin (kcal per mole): 60.5
Energy (Ha): -505.74758

Geometry (Å):
H1 1.680 1.946 -2.821
O1 0.916 2.128 -2.267
C1 1.136 1.571 -0.987
C2 0.165 2.113 -0.025
C3 -0.898 2.120 0.633
H2 2.154 1.798 -0.624
H3 1.034 0.471 -1.005
H4 -1.900 1.865 0.944
C4 0.450 3.646 1.529
O2 0.560 3.325 2.781
Mg1 2.275 4.343 3.079
H5 -0.311 4.407 1.231

Mulliken atomic charge list, values in e, 6 entries: number 1, H, carries 0.310; number 2, O, carries -0.505; number 3, C, carries -0.336; number 4, C, carries -0.053; number 5, C, carries -0.248; number 6, H, carries 0.280

Record 2
Molecular formula: C4H5N
Method: DFT, wB97M-V/def2-TZVPD

HOMO level (hartree): -0.3115
Kohn-Sham gap (eV): 8.69
Lowest unoccupied orbital energy (eV): 0.21
Total charge: 0
Energy above the lowest of the compared OMol25 structures with the same formula, charge and spin (kcal per mole): 139.2
Energy (Ha): -209.94186

Geometry (Å):
C1 -1.806 0.185 -0.425
C2 -0.721 0.676 -1.052
C3 0.087 0.129 -0.085
C4 1.221 -0.727 0.137
N1 1.005 0.587 0.811
H1 -2.805 0.587 -0.368
H2 -1.617 -0.465 0.498
H3 1.893 -0.763 -0.721
H4 1.229 -1.583 0.792
H5 1.513 1.374 0.411

Mulliken atomic charge list, values in e, 6 entries: number 1, C, carries -0.482; number 2, C, carries -0.536; number 3, C, carries 0.628; number 4, C, carries -0.305; number 5, N, carries -0.431; number 6, H, carries 0.294

Record 3
Molecular formula: C4H5N
Method: DFT, wB97M-V/def2-TZVPD

HOMO level (hartree): -0.3047
Kohn-Sham gap (eV): 9.01
Lowest unoccupied orbital energy (eV): 0.72
Total charge: 0
Energy above the lowest of the compared OMol25 structures with the same formula, charge and spin (kcal per mole): 138.0
Energy (Ha): -209.94377

Geometry (Å):
C1 -2.828 0.181 -0.104
C2 1.225 -0.520 -0.518
C3 1.300 0.549 0.531
C4 0.394 -0.679 0.738
N1 -1.705 0.067 0.016
H1 -3.954 0.170 -0.190
H2 0.742 -0.485 -1.383
H3 2.146 -1.207 -0.598
H4 2.109 0.602 1.121
H5 0.571 1.322 0.385

Mulliken atomic charge list, values in e, 6 entries: number 1, C, carries -0.136; number 2, C, carries -0.459; number 3, C, carries -0.464; number 4, C, carries -0.055; number 5, N, carries -0.178; number 6, H, carries 0.312

Record 4
Molecular formula: C4H5N
Method: DFT, wB97M-V/def2-TZVPD

SMILES string: N#CC1CC1
HOMO level (hartree): -0.3401
Kohn-Sham gap (eV): 10.01
Lowest unoccupied orbital energy (eV): 0.76
Total charge: 0
Energy above the lowest of the compared OMol25 structures with the same formula, charge and spin (kcal per mole): 77.5
Energy (Ha): -210.04019

Geometry (Å):
N1 -1.598 -1.977 -1.248
C1 -1.183 -1.194 -0.498
C2 -0.737 -0.207 0.452
C3 0.394 0.889 -0.244
C4 0.742 -0.183 0.702
H1 -1.035 0.857 0.060
H2 0.431 1.903 0.165
H3 0.575 0.785 -1.301
H4 1.096 0.102 1.684
H5 1.314 -0.976 0.228

Mulliken atomic charge list, values in e, 6 entries: number 1, N, carries -0.428; number 2, C, carries 0.211; number 3, C, carries -0.013; number 4, C, carries -0.531; number 5, C, carries -0.517; number 6, H, carries 0.181

Record 5
Molecular formula: C4H5N
Method: DFT, wB97M-V/def2-TZVPD

SMILES string: C=CCC#N
HOMO level (hartree): -0.3844
Kohn-Sham gap (eV): 11.35
Lowest unoccupied orbital energy (eV): 0.89
Total charge: 0
Energy above the lowest of the compared OMol25 structures with the same formula, charge and spin (kcal per mole): 32.9
Energy (Ha): -210.11135

Geometry (Å):
C1 1.630 -0.532 0.182
C2 0.574 0.030 -0.481
C3 -0.656 0.636 0.138
C4 -1.974 -0.065 0.003
N1 -2.959 -0.713 -0.048
H1 1.786 -0.781 1.345
H2 2.347 -1.059 -0.454
H3 0.653 -0.016 -1.539
H4 -0.907 1.573 -0.354
H5 -0.493 0.928 1.209

Mulliken atomic charge list, values in e, 6 entries: number 1, C, carries -0.643; number 2, C, carries -0.049; number 3, C, carries -0.469; number 4, C, carries 0.220; number 5, N, carries -0.387; number 6, H, carries 0.218

Record 6
Molecular formula: C4H5N2
Method: DFT, wB97M-V/def2-TZVPD

SMILES string: C=Nc1cc1=[NH2+]
HOMO level (hartree): -0.5406
Kohn-Sham gap (eV): 9.76
Lowest unoccupied orbital energy (eV): -4.95
Total charge: +1
Energy above the lowest of the compared OMol25 structures with the same formula, charge and spin (kcal per mole): 51.9
Energy (Ha): -264.53273

Geometry (Å):
C1 1.500 -1.634 1.178
N1 0.422 -0.747 1.026
C2 -0.379 -0.307 0.156
C3 -1.647 -0.248 -0.360
C4 -0.823 0.815 -0.711
N2 -0.264 1.934 -1.031
H1 1.678 -1.943 2.140
H2 2.118 -1.878 0.352
H3 -2.567 -0.696 -0.263
H4 -0.727 2.806 -1.375
H5 0.690 1.899 -1.112

Mulliken atomic charge list, values in e, 6 entries: number 1, C, carries -0.114; number 2, N, carries -0.331; number 3, C, carries 0.438; number 4, C, carries -0.395; number 5, C, carries 0.276; number 6, N, carries -0.364

- Among the records above, which one has the lowest energy above the lowest of the compared OMol25 structures with the same formula, charge and spin?
  number 5